(1)
A molecular structure, C37H28Cl5N2O6PtS5 at a distorted geometry. Source: the Open Molecules 2025 dataset; level of theory: ωB97M-V with the def2-TZVPD basis set.

The geometry in XYZ format:
```
84
Properties=species:S:1:pos:R:3:forces:R:3
Pt -1.07793 0.05778 0.19239 1.0829 0.0325 0.1370
O 0.93757 -0.47517 1.24976 -0.3451 0.0493 0.5539
S 1.04472 -0.06212 2.72609 0.1030 -0.1022 -0.3111
C 2.31297 1.24138 2.74797 -0.0750 0.0650 -0.2007
C 3.35223 1.10757 1.62448 -0.0788 0.0139 -0.0429
C 3.18107 2.14580 0.50423 0.0017 -0.1823 0.0653
C 1.88520 2.02646 -0.29087 -0.0222 0.0082 -0.0005
S 1.79485 0.84374 -1.67468 -0.0412 0.0686 0.0680
O 0.40066 0.24520 -1.58720 -0.1076 0.0502 -0.1849
C 2.93171 -0.44354 -1.21135 0.0028 -0.0816 -0.1212
C 2.43750 -1.67502 -0.82046 -0.0278 -0.1320 0.0378
C 3.33032 -2.69371 -0.51776 0.0782 0.0023 -0.0749
C 4.69987 -2.47477 -0.61093 -0.0614 0.0222 -0.0007
C 5.18095 -1.24505 -1.04697 0.0153 -0.0299 0.0267
C 4.29465 -0.22875 -1.37124 0.0982 0.0049 -0.0798
C 2.00109 -1.38267 3.45427 -0.0378 -0.1128 0.0176
C 2.16605 -2.55130 2.73085 0.0423 -0.0620 -0.0065
C 2.86998 -3.60442 3.30506 -0.0401 0.0283 0.0639
C 3.38335 -3.48435 4.58951 0.0337 -0.0019 -0.0561
C 3.18119 -2.31621 5.31777 -0.0403 -0.0062 0.0028
C 2.47763 -1.26212 4.75626 -0.0368 0.0440 -0.0098
H 2.76747 1.18244 3.73683 -0.0577 0.0527 -0.0071
H 1.74300 2.17275 2.69025 0.0657 -0.0057 -0.0121
H 3.31512 0.09809 1.20926 0.0469 0.0383 0.0698
H 4.34546 1.23474 2.05552 0.0088 -0.0054 0.0074
H 4.04719 2.10385 -0.15873 -0.0110 0.0560 0.0555
H 3.19198 3.14258 0.94986 -0.0051 0.0405 -0.0170
H 1.61852 2.96854 -0.77079 0.0124 0.0429 0.0469
H 1.05664 1.72312 0.34360 -0.0546 0.0429 0.0722
H 1.36638 -1.81818 -0.73384 0.1198 0.0069 -0.0190
H 2.95489 -3.66430 -0.21197 0.0336 0.0546 -0.0068
H 5.39401 -3.26805 -0.36194 -0.0268 0.0273 -0.0261
H 6.24702 -1.08300 -1.14921 -0.0537 -0.0080 -0.0021
H 4.67073 0.71493 -1.75409 -0.0502 -0.0788 0.0149
H 1.74793 -2.62536 1.73423 0.0407 0.0256 0.1150
H 3.00496 -4.52508 2.75031 0.0273 0.0385 0.0102
H 3.94428 -4.30197 5.02731 -0.0739 0.0417 -0.0145
H 3.55978 -2.23265 6.32955 -0.0068 0.0071 -0.0739
H 2.29529 -0.35935 5.33253 0.0356 -0.0886 -0.0329
Cl -6.62778 -4.07563 2.35693 -0.0167 -0.0189 0.0072
C -5.20742 -3.16042 2.29131 -0.0020 0.0475 -0.0017
C -5.22746 -1.89138 1.64961 -0.1069 -0.1754 0.0830
Cl -6.68235 -1.29481 0.97976 -0.0093 -0.0692 -0.0259
C -4.07975 -1.15961 1.56957 0.1892 0.0317 -0.1122
Cl -4.00658 0.31152 0.71465 -0.3352 0.0630 0.1699
C -2.85429 -1.61541 2.20806 -0.0532 0.1261 0.0586
O -1.82528 -0.92315 2.21703 -0.1327 -0.1033 -0.0325
C -2.87145 -2.92148 2.83811 -0.1129 -0.0366 0.1061
Cl -1.41435 -3.46958 3.51724 0.0340 0.0415 -0.0178
C -4.01805 -3.67357 2.86415 -0.0379 0.0057 -0.0153
Cl -4.01999 -5.22439 3.58755 -0.0286 0.0374 -0.0141
S 0.10513 -3.41829 -5.93595 -0.2012 0.1911 0.1909
C -0.58399 -2.87323 -4.54550 0.2473 -0.0688 -0.4562
S -0.15562 -3.46417 -2.98013 -0.2206 0.0601 0.1474
C -1.19775 -2.28896 -2.24092 0.0791 -0.1887 -0.1018
N -1.81914 -1.51912 -3.13435 0.0792 0.0103 0.0395
N -1.49474 -1.84350 -4.37682 -0.1687 0.0326 0.3707
C -2.12175 -1.06860 -5.40877 0.0468 0.1050 -0.1848
C -2.53888 -1.64730 -6.60197 0.0095 -0.0851 0.1214
C -3.10505 -0.83841 -7.57431 -0.0256 0.0535 0.0284
C -3.26777 0.52115 -7.34687 0.0320 0.0116 0.0298
C -2.87993 1.07865 -6.13234 -0.0500 0.0248 -0.1074
C -2.30781 0.28799 -5.15513 0.1395 -0.0561 0.0740
S -1.40345 -2.24907 -0.56985 0.1905 0.2952 0.0130
H -2.46006 -2.71214 -6.76210 0.0678 0.0197 0.0064
H -3.42702 -1.27869 -8.50891 -0.0051 0.0149 0.0381
H -3.70129 1.14943 -8.11484 -0.0011 -0.0326 0.0368
H -3.01533 2.13702 -5.94938 -0.0001 -0.0479 -0.0116
H -1.99098 0.70415 -4.20728 0.0012 -0.0021 -0.0463
O -0.80850 3.99455 3.20555 -0.0052 0.2484 -0.0236
C -1.25723 4.72768 2.16437 0.0408 -0.0618 0.0559
C -1.37459 6.10384 2.34358 -0.0161 0.1289 0.0560
C -1.83258 6.90068 1.31315 0.0253 0.0481 0.0404
C -2.18634 6.34936 0.08122 -0.0006 0.0062 -0.0300
C -2.06476 4.98949 -0.10212 -0.0333 -0.0578 0.0176
C -1.59754 4.16265 0.92592 0.0694 -0.0834 -0.0338
C -1.41795 2.71931 0.66915 0.1009 -0.0831 -0.0187
O -0.93864 1.96067 1.59396 -0.0096 -0.1474 -0.4178
O -1.68466 2.21706 -0.44950 -0.3799 0.0585 -0.0677
H -0.80202 3.06463 2.91217 -0.0063 -0.2045 -0.0380
H -1.10025 6.52268 3.30472 -0.0278 -0.0231 -0.0658
H -1.91459 7.97131 1.46779 -0.0049 -0.0834 -0.0042
H -2.54548 6.98064 -0.72126 0.0062 -0.0202 0.0478
H -2.33101 4.52459 -1.04309 0.0378 0.0201 0.0240
```
Forces are in eV/Å.

As for the electronic energy: -6398.58354 Ha. Its total charge is +1. As for the relative energy (zero: lowest compared OMol25 entry of this formula, charge and spin): 9.1 kcal/mol. The frontier orbital gap (alpha / beta) comes out at 0.280 / 0.163 Eh. As for the HOMO energy (alpha / beta): -10.3 / -10.3 eV. Its multiplicity is 5. The value obtained for the strongest force on any atom is 0.0212 hartree/bohr.



(2)
2 unconnected molecules or ions with the total composition C6H12O at a distorted geometry. Source: the Open Molecules 2025 dataset; level of theory: ωB97M-V with the def2-TZVPD basis set.

The geometry in XYZ format:
```
19
Properties=species:S:1:pos:R:3:forces:R:3
C 0.59093 -2.00614 1.17256 0.0842 0.0459 0.0524
C 1.41602 -0.97362 0.42366 0.7236 -0.2824 -0.1662
C 0.97269 -0.62082 -0.92881 -0.3349 0.7026 -0.4371
O 1.33124 0.39168 -1.47876 -0.1454 -0.5650 -0.5481
H 1.23353 -2.68651 1.72628 -0.0385 0.0253 0.1827
H -0.02823 -2.63489 0.51370 0.1525 0.3328 0.0632
H -0.05596 -1.46778 1.86539 -0.0935 -0.3484 0.0326
H 1.63009 -0.04986 0.96273 0.0348 -0.2664 0.0920
H 2.37966 -1.35777 0.05294 0.3110 -0.3995 0.7740
H 0.35362 -1.41187 -1.40692 -0.0080 0.2434 -0.3797
C -0.82399 0.86727 0.93202 -0.8542 0.9650 0.0584
C -0.62777 1.67750 -0.10208 -0.6831 0.3315 0.3420
C -1.44699 1.64327 -1.37166 0.0747 -0.0103 -0.0403
H -1.65970 0.17975 0.88860 0.1429 -0.3561 0.1042
H -0.36042 1.05210 1.89855 0.1394 -0.2606 -0.2302
H 0.10869 2.47424 0.00463 -0.0438 -0.1721 -0.2540
H -0.80854 1.79611 -2.23974 0.0419 -0.0328 -0.0578
H -2.21660 2.42660 -1.39867 0.2782 0.0231 0.2041
H -1.98829 0.70074 -1.51443 0.2181 0.0240 0.2077
```
Forces are in eV/Å.

The SMILES is CCC=O.C=CC. As for the electronic energy: -310.99026 Ha. Its total charge is 0. As for the relative energy (zero: lowest compared OMol25 entry of this formula, charge and spin): 43.3 kcal/mol. The frontier orbital gap comes out at 0.388 Eh. As for the HOMO energy: -9.4 eV. The value obtained for the strongest force on any atom is 0.0251 hartree/bohr.



(3)
A molecular structure, C35H27N10O10STi at a distorted geometry. Source: the Open Molecules 2025 dataset; level of theory: ωB97M-V with the def2-TZVPD basis set.

The geometry in XYZ format:
```
84
Properties=species:S:1:pos:R:3:forces:R:3
Ti 0.74227 -0.68555 0.81854 -0.2358 1.3310 0.7736
C 0.73928 -0.40299 5.17246 -0.0007 0.0546 -0.0545
C 0.94772 -0.94610 3.94888 0.1281 -0.1340 0.0457
N 1.00365 -0.18698 2.82375 -0.0425 -0.0175 -0.6217
C 0.89695 1.17332 2.97073 -0.0340 -0.0975 0.4530
C 0.61164 1.68141 4.28141 0.0735 0.0416 -0.2753
N 0.53999 0.94654 5.34365 0.0118 -0.0918 0.0352
C 1.12205 1.94978 1.83045 0.2061 0.2538 -0.4045
C 1.13855 3.36668 1.82517 -0.1642 -0.0399 0.0574
C 1.43776 4.08348 0.70554 0.0001 -0.1437 0.0449
C 1.78034 3.33916 -0.46820 0.0447 -0.1572 0.0589
C 1.79063 1.98101 -0.43250 0.0833 0.1759 -0.1619
N 1.41938 1.24109 0.65847 -0.4244 -0.3854 0.2096
C 2.18372 1.23237 -1.64824 0.0093 -0.0413 -0.2292
C 1.55821 1.49894 -2.87036 -0.0615 -0.0307 0.1579
N 1.86615 0.85700 -3.98740 0.0478 -0.0803 -0.0649
C 2.81762 -0.06817 -3.88514 -0.0318 0.0489 0.0044
C 3.44325 -0.33790 -2.67811 -0.0120 -0.0482 -0.0094
N 3.13129 0.30182 -1.55925 0.0273 0.0736 0.0393
C 1.42543 5.55020 0.68631 -0.0133 0.1714 0.0327
C 1.12612 6.26603 -0.47474 0.0147 -0.0402 0.0379
C 1.12182 7.64953 -0.44560 -0.0159 -0.0210 -0.0515
N 1.39148 8.37581 0.63596 -0.0062 0.0721 -0.0170
C 1.67827 7.69400 1.74282 0.0237 -0.0341 0.0756
C 1.71264 6.31357 1.81986 -0.0210 -0.0304 -0.0312
H 0.68153 -1.02124 6.05637 0.0076 -0.0148 0.0144
H 1.05673 -2.01335 3.80203 -0.0164 -0.0005 0.0283
H 0.44475 2.74571 4.40409 -0.0266 -0.0011 0.0475
H 0.86588 3.88270 2.73468 -0.0045 0.0219 0.0080
H 2.09924 3.84836 -1.36687 0.0154 -0.0275 -0.0354
H 0.76441 2.23643 -2.91950 0.0225 0.0295 -0.0176
H 3.08890 -0.60935 -4.78357 -0.0230 -0.0098 -0.0181
H 4.20885 -1.10401 -2.61441 0.0209 0.0163 0.0211
H 0.87318 5.75288 -1.39267 -0.0013 -0.0183 -0.0093
H 0.88140 8.20341 -1.34722 0.0023 0.0203 0.0047
H 1.90544 8.28430 2.62441 -0.0038 0.0229 -0.0087
H 1.98375 5.83846 2.75293 0.0072 -0.0164 0.0057
O -2.42735 0.84962 2.60409 0.0422 0.0265 -0.1152
C -1.86113 -0.05107 2.01901 -0.1608 -0.2303 -0.0100
O -1.06874 0.12648 0.99380 0.4718 -0.0853 -0.0848
C -2.09677 -1.48481 2.43495 -0.2961 0.0599 0.2392
C -3.18509 -1.71383 3.24957 0.1712 -0.0988 -0.1385
C -3.51936 -3.01016 3.62693 -0.0180 -0.0074 0.0153
C -2.79362 -4.09905 3.19030 0.0744 0.2095 -0.1260
C -1.70378 -3.87267 2.37293 -0.0702 -0.1564 0.0507
C -1.27294 -2.56556 2.00435 0.0857 0.0706 -0.1076
O -0.17357 -2.37481 1.37049 0.0511 0.1279 0.0430
N -0.99268 -5.06083 1.90594 0.1558 -0.0836 -0.0921
O -0.26580 -4.97023 0.93506 -0.1138 -0.0153 0.0723
O -1.18254 -6.10818 2.51077 0.0166 0.0678 0.0011
N -4.67071 -3.23615 4.48623 -0.0648 -0.0225 0.0771
O -4.95095 -4.38848 4.77839 -0.0107 0.0590 -0.0048
O -5.29494 -2.26551 4.87624 0.0163 -0.0552 -0.0222
H -3.76942 -0.86785 3.57867 -0.0225 -0.0029 0.0195
H -3.06573 -5.10405 3.46863 -0.0041 0.0004 0.0058
O 2.53507 -1.67987 0.82407 -0.3059 -0.3905 -0.1102
N 2.62614 -2.59990 -0.05261 0.2411 -0.0208 0.1843
N 1.75526 -2.50368 -0.96725 0.0118 -0.0947 -0.4103
O 0.89973 -1.49851 -1.01762 0.0753 -0.2395 0.4996
C 1.67931 -3.50805 -1.98144 -0.0468 0.1230 -0.1149
C 0.64119 -3.41656 -2.89554 0.0976 -0.0853 0.0136
C 0.54421 -4.38094 -3.88811 -0.0066 0.0406 0.0165
C 1.46831 -5.41083 -3.95825 -0.0237 -0.0352 -0.0488
C 2.49657 -5.48450 -3.02845 0.0335 0.0199 0.0444
C 2.61425 -4.53403 -2.02854 -0.0789 -0.0111 -0.0924
H -0.07408 -2.61266 -2.80725 0.0000 0.0097 0.0117
H -0.26604 -4.32515 -4.60275 -0.0064 -0.0081 -0.0121
H 1.38357 -6.16374 -4.73079 -0.0007 -0.0023 -0.0047
H 3.21255 -6.29418 -3.07467 0.0057 -0.0086 -0.0016
H 3.40118 -4.58948 -1.29305 0.0066 0.0163 0.0234
O -3.50627 -0.86953 -1.13619 -0.3470 -0.0525 0.1237
S -2.19947 -0.44622 -1.69800 0.4373 -0.1801 -0.0194
C -2.18997 1.38033 -1.67727 -0.0179 0.0179 -0.0057
C -2.57506 1.89710 -3.06918 0.0314 0.0276 0.0256
C -3.28134 0.75374 -3.79788 -0.0312 -0.0598 0.0742
C -2.41630 -0.46301 -3.49939 0.0251 0.1839 -0.0574
H -1.21753 1.72310 -1.32301 0.0169 -0.0086 -0.0085
H -2.91981 1.61128 -0.90138 -0.0140 0.0112 -0.0131
H -1.66865 2.16380 -3.62014 -0.0153 0.0176 -0.0317
H -3.19178 2.79372 -3.00074 -0.0124 -0.0050 -0.0082
H -3.39615 0.93872 -4.86652 0.0338 0.0221 -0.0116
H -4.27252 0.59165 -3.36879 -0.0163 0.0065 -0.0288
H -1.42513 -0.36272 -3.95342 0.0261 -0.0220 0.0047
H -2.84235 -1.43108 -3.75693 -0.0503 0.0115 -0.0112
```
Forces are in eV/Å.

As for the electronic energy: -3897.54042 Ha. Its total charge is -1. As for the relative energy (zero: lowest compared OMol25 entry of this formula, charge and spin): 12.1 kcal/mol. The frontier orbital gap (alpha / beta) comes out at 0.190 / 0.189 Eh. As for the HOMO energy (alpha / beta): -3.6 / -3.5 eV. The value obtained for the strongest force on any atom is 0.0303 hartree/bohr.



> Among the records above, which one has the lowest strongest force on any atom?

C37H28Cl5N2O6PtS5



> Which of these has the highest electronic energy?

C6H12O



> What is the strongest force on any atom in the first record?

0.0212 hartree/bohr